Below is a 8-piece molecular cluster, C24H64O8 overall in a non-equilibrium geometry, with properties calculated with ωB97M-V with the def2-TZVPD basis set.

Each line ends with the Mulliken charge.
Cartesian coordinates (Å):
C: 0.52 -6.59 -4.77  -1.430
C: 1.20 -5.54 -3.91  0.864
C: 0.15 -4.71 -3.20  -1.010
O: 1.99 -6.14 -2.88  -0.528
H: 1.19 -7.29 -5.28  0.378
H: -0.05 -6.10 -5.56  0.358
H: -0.18 -7.22 -4.22  0.333
H: 1.87 -4.90 -4.48  0.064
H: -0.48 -5.29 -2.52  0.426
H: -0.53 -4.30 -3.96  0.429
H: 0.54 -3.87 -2.64  -0.131
H: 2.78 -6.55 -3.24  0.310
C: -0.24 4.23 3.29  -0.903
C: -0.32 4.79 4.69  0.528
C: 0.61 4.09 5.71  -1.279
O: 0.01 6.18 4.64  -0.541
H: -0.55 4.98 2.55  0.127
H: -0.85 3.37 3.03  0.265
H: 0.80 3.98 3.05  0.283
H: -1.37 4.68 4.98  0.153
H: 1.55 3.83 5.23  0.339
H: 0.18 3.14 6.05  0.224
H: 0.69 4.74 6.58  0.456
H: 0.46 6.43 5.45  0.310
C: -1.07 -1.16 4.00  -1.144
C: 0.42 -1.39 4.29  0.933
C: 1.19 -0.10 4.28  -1.079
O: 0.57 -1.98 5.60  -0.571
H: -1.68 -2.03 4.24  0.404
H: -1.22 -0.78 2.99  0.073
H: -1.41 -0.42 4.72  0.341
H: 0.82 -2.11 3.57  -0.074
H: 2.27 -0.16 4.37  0.388
H: 0.80 0.60 5.02  0.297
H: 1.08 0.42 3.32  0.143
H: -0.27 -2.43 5.78  0.325
C: -0.16 5.26 -2.12  -1.196
C: -1.65 5.21 -1.78  0.633
C: -1.94 5.71 -0.38  -0.877
O: -2.31 6.07 -2.73  -0.568
H: 0.32 4.52 -1.47  0.264
H: 0.27 6.24 -1.95  0.373
H: 0.00 4.88 -3.13  0.321
H: -2.01 4.18 -1.88  0.099
H: -1.81 6.79 -0.27  0.368
H: -1.34 5.17 0.35  -0.045
H: -2.95 5.41 -0.07  0.329
H: -3.24 5.81 -2.76  0.334
C: 2.17 -4.31 0.12  -1.129
C: 3.31 -3.28 0.23  0.414
C: 2.81 -1.87 -0.08  -0.407
O: 3.77 -3.29 1.60  -0.608
H: 1.87 -4.53 -0.91  0.025
H: 1.29 -4.13 0.74  0.275
H: 2.50 -5.28 0.51  0.459
H: 4.11 -3.63 -0.41  0.331
H: 3.67 -1.28 -0.42  0.337
H: 2.33 -1.41 0.78  0.163
H: 2.13 -1.87 -0.93  -0.234
H: 3.04 -3.58 2.15  0.336
C: -4.78 1.20 1.03  -1.498
C: -5.50 -0.15 1.23  0.721
C: -4.53 -1.31 1.39  -0.850
O: -6.33 -0.05 2.37  -0.549
H: -3.97 1.26 0.30  0.339
H: -4.28 1.38 2.00  0.378
H: -5.52 2.00 0.96  0.369
H: -6.07 -0.29 0.30  0.183
H: -3.69 -1.21 0.69  0.100
H: -4.97 -2.29 1.25  0.354
H: -3.97 -1.21 2.33  0.151
H: -6.24 0.83 2.75  0.332
C: -0.69 -0.40 -1.58  -1.076
C: -0.44 0.99 -1.01  1.342
C: -0.54 1.02 0.50  -0.770
O: 0.85 1.47 -1.36  -0.644
H: -1.74 -0.66 -1.41  0.418
H: -0.07 -1.12 -1.05  0.036
H: -0.50 -0.39 -2.65  0.386
H: -1.16 1.75 -1.35  -0.495
H: -0.17 0.12 1.01  0.023
H: -1.56 1.13 0.89  0.046
H: 0.00 1.87 0.93  0.358
H: 1.14 1.22 -2.24  0.409
C: 4.22 -0.40 -5.08  -1.379
C: 2.79 -0.27 -4.65  0.238
C: 2.26 -1.63 -4.15  -0.793
O: 2.64 0.64 -3.55  -0.564
H: 4.87 -0.82 -4.31  0.316
H: 4.58 0.61 -5.29  0.367
H: 4.33 -1.00 -5.99  0.393
H: 2.14 0.12 -5.44  0.345
H: 1.22 -1.51 -3.85  0.013
H: 2.87 -1.97 -3.31  0.270
H: 2.31 -2.40 -4.92  0.415
H: 2.85 0.24 -2.70  0.257

The net charge is 0. For the HOMO energy, the calculation gives -0.3705 Eh. As for the largest force on an atom: 0.042 Eh/bohr. The calculation puts the relative energy (zero: lowest compared OMol25 entry of this formula, charge and spin) at 47.8 kcal per mole. Its frontier orbital gap is 10.53 eV. The spin multiplicity is 1. As for the LUMO energy: 0.4 eV.

---

Below is a 8-piece molecular cluster, C24H64O8 overall in a non-equilibrium geometry, with properties calculated with ωB97M-V with the def2-TZVPD basis set.

Each line ends with the Mulliken charge.
Cartesian coordinates (Å):
C: -2.34 0.46 3.06  -1.027
C: -2.64 -1.03 2.66  0.452
C: -3.76 -1.12 1.57  -1.299
O: -1.42 -1.55 2.18  0.260
H: -1.52 0.56 3.76  0.276
H: -3.22 0.89 3.53  0.538
H: -2.15 0.99 2.13  -0.144
H: -2.86 -1.64 3.54  0.433
H: -4.69 -0.92 2.10  0.493
H: -3.78 -2.14 1.18  0.319
H: -3.62 -0.33 0.84  0.127
H: -1.42 -2.49 2.01  -0.212
C: 2.84 3.70 -2.00  -1.158
C: 3.33 2.41 -2.68  0.708
C: 4.71 2.48 -3.39  -1.436
O: 3.24 1.32 -1.85  -0.579
H: 2.33 4.37 -2.69  0.414
H: 3.63 4.19 -1.43  0.405
H: 2.02 3.46 -1.32  0.067
H: 2.58 2.28 -3.45  0.157
H: 5.59 2.29 -2.77  0.319
H: 4.89 3.47 -3.81  0.401
H: 4.74 1.72 -4.17  0.334
H: 3.61 1.56 -1.00  0.285
C: -1.58 -4.36 -0.45  -1.075
C: -1.00 -4.95 0.84  0.530
C: 0.53 -4.93 0.79  -1.108
O: -1.49 -4.29 1.99  -0.581
H: -1.34 -3.30 -0.53  -0.089
H: -2.66 -4.37 -0.38  0.358
H: -1.21 -4.85 -1.35  0.459
H: -1.39 -5.97 0.86  0.393
H: 0.97 -5.36 1.69  0.394
H: 1.04 -3.98 0.94  0.012
H: 0.91 -5.43 -0.10  0.413
H: -1.29 -4.91 2.69  0.308
C: 0.09 -2.98 -4.59  -1.066
C: -0.67 -1.92 -5.38  0.514
C: -2.17 -1.85 -5.10  -1.175
O: -0.01 -0.69 -5.09  -0.635
H: -0.24 -3.98 -4.87  0.440
H: 0.04 -2.93 -3.50  0.062
H: 1.15 -2.92 -4.81  0.315
H: -0.48 -2.16 -6.43  0.300
H: -2.66 -1.23 -5.85  0.323
H: -2.42 -1.36 -4.16  0.202
H: -2.64 -2.83 -5.02  0.342
H: 0.16 -0.65 -4.15  0.310
C: 2.23 4.15 1.85  -1.349
C: 1.85 2.84 2.56  0.548
C: 0.34 2.61 2.63  -0.923
O: 2.38 1.71 1.86  -0.501
H: 2.02 5.03 2.46  0.430
H: 1.59 4.20 0.97  0.140
H: 3.28 4.10 1.57  0.322
H: 2.19 2.87 3.59  0.323
H: -0.10 2.26 1.70  -0.069
H: -0.19 3.50 2.98  0.511
H: 0.16 1.93 3.46  0.184
H: 1.99 0.93 2.26  0.295
C: -1.91 4.05 -1.16  -0.892
C: -3.38 3.95 -0.74  0.584
C: -3.85 2.48 -0.63  -1.367
O: -3.54 4.60 0.46  -0.569
H: -1.19 3.66 -0.45  -0.091
H: -1.75 5.10 -1.41  0.450
H: -1.84 3.42 -2.06  0.352
H: -4.00 4.31 -1.56  0.211
H: -3.44 1.85 -1.43  0.393
H: -4.93 2.42 -0.72  0.441
H: -3.58 2.09 0.35  0.241
H: -4.42 4.38 0.78  0.337
C: 3.12 -1.08 4.01  -1.730
C: 1.81 -1.51 3.38  1.162
C: 0.98 -2.23 4.43  -1.164
O: 1.12 -0.39 2.93  0.029
H: 3.71 -0.54 3.26  0.411
H: 3.72 -1.94 4.30  0.437
H: 2.97 -0.51 4.92  0.339
H: 2.02 -2.14 2.51  -0.059
H: 1.48 -3.15 4.72  0.441
H: 0.06 -2.47 3.89  0.105
H: 0.72 -1.59 5.27  0.286
H: 0.27 -0.73 2.64  -0.277
C: 0.97 -1.38 -0.34  -0.279
C: 0.29 -0.46 -1.40  0.289
C: -0.11 0.92 -0.93  -0.657
O: 1.10 -0.28 -2.58  -0.435
H: 0.25 -1.85 0.33  -0.494
H: 1.54 -0.75 0.34  0.307
H: 1.56 -2.14 -0.84  0.421
H: -0.62 -0.95 -1.76  0.104
H: 0.60 1.22 -0.16  -0.031
H: -1.08 0.98 -0.43  0.126
H: -0.05 1.70 -1.69  0.360
H: 1.90 0.09 -2.18  0.226

The net charge is 0. For the HOMO energy, the calculation gives -0.3454 Eh. As for the largest force on an atom: 0.051 Eh/bohr. The calculation puts the relative energy (zero: lowest compared OMol25 entry of this formula, charge and spin) at 32.5 kcal per mole. Its frontier orbital gap is 9.76 eV. The spin multiplicity is 1. As for the LUMO energy: 0.4 eV.